A structure of composition C29H37F8InNO25S in a non-equilibrium geometry. Source: OMol25; level of theory: ωB97M-V with the def2-TZVPD basis set.

```
102
Properties=species:S:1:pos:R:3:forces:R:3
C 2.5107 0.8152 1.5033 0.01 0.87 -0.12
C 1.9510 1.9764 1.9528 -0.77 -1.19 1.69
In -0.2619 2.2868 1.5532 0.29 -0.88 1.38
N -0.8369 3.9413 2.7408 0.22 -0.03 -0.81
S -0.4590 3.0076 -0.8215 -0.11 0.31 -0.27
C -1.2639 0.3419 2.0025 -0.06 0.18 -1.00
C -2.7491 0.2458 1.6009 0.54 -0.66 1.32
C -3.6238 1.3651 2.1374 -0.92 -0.05 -1.37
O -4.7633 1.5209 1.2427 -0.18 0.23 0.11
H 3.2100 0.7986 0.6597 1.32 -0.13 1.02
H 2.2126 -0.1274 1.9651 -1.21 -0.38 -1.35
H 2.5346 2.7365 2.4756 0.51 1.11 -2.05
H -1.8316 4.1056 2.7911 0.02 0.08 0.32
H -0.4159 3.9416 3.6583 -0.22 -0.04 0.12
H -0.6123 1.9056 -1.5801 0.10 -0.05 0.39
H -0.7452 -0.4122 1.3996 0.19 0.00 0.07
H -1.0838 0.0542 3.0387 -0.13 0.21 0.15
H -2.8614 0.1188 0.5264 -0.02 0.48 -0.16
H -3.1347 -0.6850 2.0417 -0.21 -0.08 -0.21
H -3.1167 2.3274 2.1510 0.31 -0.09 0.41
H -4.0640 1.1084 3.1010 0.42 0.22 0.20
H -4.6966 2.3886 0.8293 0.02 -0.23 0.04
C 2.7563 4.2580 -2.1885 -0.47 -0.07 -0.13
C 3.6285 4.3067 -0.9617 0.03 -0.26 -0.08
O 4.7694 5.0251 -1.4306 -0.22 0.25 0.11
C 4.3381 5.8430 -2.4242 -0.04 0.00 -0.25
O 4.9658 6.7600 -2.8575 0.14 0.03 0.03
O 3.1157 5.4877 -2.8521 0.24 -0.04 0.21
F 4.0248 3.0710 -0.5706 0.17 0.04 -0.03
H 3.0068 3.4146 -2.8310 0.12 -0.02 0.05
H 1.6928 4.2281 -1.9672 0.00 0.17 0.02
H 3.1932 4.8328 -0.1111 0.06 -0.13 0.10
C 2.1674 -3.7802 1.2323 -0.21 -0.11 0.34
C 3.4851 -3.2246 0.7545 0.14 -0.25 -0.22
O 3.1525 -2.6892 -0.5173 -0.19 0.11 0.47
C 1.8357 -2.3266 -0.4521 -0.35 0.23 0.02
O 1.2938 -1.6089 -1.2205 0.05 -0.14 -0.27
O 1.2342 -2.8859 0.6237 0.23 -0.10 -0.12
F 4.4152 -4.1999 0.5926 0.04 0.07 -0.04
H 1.9963 -4.7950 0.8676 0.16 0.01 -0.10
H 2.0683 -3.7680 2.3146 -0.14 0.18 -0.03
H 3.8967 -2.4336 1.3844 0.10 -0.05 -0.01
C 6.3619 8.5466 -0.5333 -0.06 -0.21 -0.46
C 7.6108 8.8602 0.2493 -0.19 0.37 0.15
O 7.1487 8.8492 1.5868 0.13 -0.34 -0.18
C 6.0856 7.9888 1.6303 -0.32 -0.10 0.10
O 5.6258 7.5440 2.6256 0.02 0.08 0.04
O 5.6414 7.7124 0.3807 0.28 0.19 0.11
F 8.0959 10.0965 -0.0409 0.06 -0.02 0.05
H 5.7766 9.4422 -0.7469 0.12 0.10 0.10
H 6.5605 8.0244 -1.4651 -0.19 -0.21 0.09
H 8.4113 8.1270 0.1366 0.10 0.11 -0.03
C -6.0544 -0.0587 7.1726 -0.19 -0.24 0.25
C -5.8371 0.2951 5.7228 0.02 0.46 -0.07
O -4.4650 0.6442 5.6916 -0.18 -0.51 0.19
C -3.8559 -0.0691 6.6847 0.35 0.09 0.05
O -2.6896 -0.2284 6.7850 -0.01 0.04 0.04
O -4.7788 -0.5801 7.5459 -0.10 0.11 -0.20
F -6.5775 1.3698 5.3573 0.03 -0.03 -0.05
H -6.2819 0.8220 7.7756 0.01 0.11 -0.16
H -6.8357 -0.8011 7.3166 0.15 -0.13 0.04
H -6.0189 -0.5235 5.0240 -0.08 0.10 -0.09
C -1.6971 -2.6235 -2.0964 0.27 0.13 0.44
C -2.8197 -2.1316 -2.9690 0.25 0.37 -0.12
O -2.9355 -3.1749 -3.9341 -0.16 -0.17 0.34
C -2.5294 -4.3174 -3.3264 0.08 -0.08 -0.01
O -2.7428 -5.4109 -3.7463 0.02 -0.03 -0.05
O -1.8631 -4.0526 -2.1808 -0.23 0.23 -0.38
F -2.5001 -0.9813 -3.6031 -0.06 -0.08 -0.10
H -0.7151 -2.3507 -2.4814 -0.08 0.10 -0.11
H -1.7781 -2.2798 -1.0683 -0.02 -0.21 0.06
H -3.7704 -2.0094 -2.4518 -0.03 0.08 -0.08
C -1.5912 -6.7807 -0.9809 -0.28 -0.05 -0.19
C -0.2838 -7.5284 -0.9481 0.14 0.27 0.25
O -0.2495 -8.0338 0.3755 -0.18 -0.20 -0.29
C -1.5477 -8.2021 0.7683 -0.24 0.03 0.24
O -1.8857 -8.8433 1.7051 0.07 0.02 0.04
O -2.3893 -7.5452 -0.0628 0.36 -0.09 -0.03
F 0.7787 -6.7009 -1.1320 0.04 -0.06 0.04
H -1.4876 -5.7627 -0.6134 0.16 -0.03 0.06
H -2.0426 -6.7563 -1.9678 -0.17 -0.09 0.08
H -0.2167 -8.3584 -1.6534 0.15 0.06 -0.05
C 4.7756 -0.4424 -1.8030 -0.15 -0.02 0.31
C 6.0869 0.1321 -2.2743 0.05 -0.23 -0.23
O 5.7457 0.6828 -3.5323 -0.06 0.22 0.29
C 4.4269 1.0294 -3.4635 -0.29 0.00 -0.06
O 3.8846 1.7482 -4.2354 0.05 -0.03 -0.08
O 3.8304 0.4525 -2.3973 0.32 0.00 -0.14
F 7.0274 -0.8331 -2.4540 0.04 0.05 -0.03
H 4.6088 -1.4505 -2.1802 0.15 0.01 -0.09
H 4.6832 -0.4481 -0.7202 -0.19 0.20 -0.03
H 6.4947 0.9155 -1.6335 0.12 -0.06 0.00
C -6.0693 -3.7294 -4.1290 0.39 -0.01 -0.22
C -7.4228 -3.0909 -4.3146 -0.20 -0.32 0.08
O -7.9638 -3.1296 -3.0067 0.30 0.28 -0.12
C -6.9123 -3.0850 -2.1381 0.02 -0.08 0.36
O -7.0000 -2.8435 -0.9851 -0.01 -0.07 0.00
O -5.7435 -3.3515 -2.7844 -0.33 0.01 -0.22
F -8.2133 -3.8171 -5.1437 -0.04 0.05 0.02
H -6.1148 -4.8169 -4.2003 -0.17 0.01 -0.01
H -5.3244 -3.3603 -4.8280 0.11 0.08 0.18
H -7.3921 -2.0569 -4.6626 -0.09 -0.03 -0.10
```
Positions in Å, forces in eV/Å.

Output
Total charge = -1
Molecular weight = 1098.47 g mol⁻¹
E_HOMO = -3.98 eV



A cluster of 7 separate species, C56H80IN8O3S3 in total in a non-equilibrium geometry. Source: OMol25; level of theory: ωB97M-V with the def2-TZVPD basis set.

```
151
Properties=species:S:1:pos:R:3:forces:R:3
C -1.4951 -4.1075 2.1913 0.09 -0.09 -0.40
C -1.1806 -3.6422 0.7567 0.01 -1.02 0.58
O -2.1827 -2.8409 0.1601 1.01 0.59 0.48
C -2.1238 -1.3991 0.2597 -0.79 0.45 -1.10
C -0.7751 -0.7550 -0.0256 0.86 -0.45 1.07
C 0.1877 -0.3259 1.1135 -0.05 -0.31 -0.20
C 0.2129 -1.1371 2.3844 0.73 0.42 0.76
O 1.0604 -0.4579 3.3108 -0.34 -0.04 -0.02
C 1.5002 -1.3615 4.3157 0.34 0.29 0.03
C -2.9941 -1.0302 1.4752 -1.47 0.82 0.11
C -3.4270 0.3982 1.9205 0.89 0.04 0.58
C -2.3508 1.4308 2.2854 -0.33 0.48 -0.09
C -2.0507 2.3899 1.1401 0.16 0.14 0.04
S -1.4164 3.9663 1.7818 0.40 -0.12 0.06
C -1.6708 5.0505 0.3458 -1.18 -0.38 -0.26
S -3.1096 5.8220 0.2758 -0.17 0.23 0.09
N -0.7266 5.1858 -0.6217 0.67 0.06 1.94
C -0.4066 6.5959 -0.9483 0.39 0.05 -1.48
C -0.5968 6.9064 -2.4428 0.07 -0.21 0.39
C 0.4829 4.3746 -0.4401 1.00 0.39 -0.96
C 1.3217 4.3515 -1.7232 -0.63 -0.06 0.12
N -4.2789 -1.6315 0.9876 0.59 0.30 0.34
C -4.3875 -1.7179 -0.2845 -0.24 -0.48 -0.47
C -5.6653 -2.3930 -0.7336 0.01 0.28 -0.46
I -5.3600 -4.1773 -1.9170 0.27 0.34 0.14
C -6.7752 -1.5178 -1.3334 0.33 -0.37 -0.51
C -6.4647 -0.7238 -2.6079 -0.59 -0.08 0.32
C -3.1284 -1.1262 -0.9534 -0.93 -0.81 0.51
S -3.5326 0.6009 -1.3963 0.25 0.59 -0.24
C -2.6867 -1.7671 -2.2741 -0.16 0.46 -0.18
C -1.7128 -0.9419 -3.1199 0.15 -0.92 -0.59
C -1.1178 -1.8492 -4.2056 0.52 0.97 0.34
C -0.1502 -2.8782 -3.6447 -0.21 -0.17 -0.67
O 0.4752 -2.4088 -2.4648 0.01 -0.21 -0.04
C 1.3830 -3.3844 -1.9898 -0.02 -0.03 -0.17
H -0.7826 -3.7507 2.9225 -0.05 0.30 0.24
H -2.5126 -3.8571 2.4611 -0.19 0.25 0.20
H -1.4524 -5.1889 2.2275 0.07 -0.26 0.03
H -1.1533 -4.5519 0.1692 -0.09 -0.01 -0.49
H -0.1725 -3.2446 0.6985 -0.02 0.51 -0.17
H -0.8734 0.0965 -0.6796 -0.39 0.33 -0.07
H -0.2314 -1.4799 -0.6232 -0.13 -0.16 -0.20
H 1.1918 -0.3864 0.7058 0.23 0.02 -0.15
H 0.0847 0.7141 1.3918 -0.30 0.26 0.05
H -0.7523 -1.2458 2.8832 -0.27 -0.16 -0.20
H 0.6569 -2.1195 2.2516 -0.18 -0.35 -0.36
H 0.7350 -2.0877 4.5876 -0.12 -0.16 -0.12
H 2.4132 -1.8503 3.9763 -0.02 -0.37 0.02
H 1.7372 -0.8176 5.2213 0.05 0.35 0.07
H -2.7632 -1.5094 2.4116 0.57 -0.65 -0.06
H -3.9909 0.2351 2.8370 -0.10 -0.21 0.19
H -4.1316 0.8692 1.2571 -0.11 -0.04 -0.48
H -2.7938 2.0591 3.0521 -0.13 -0.04 0.31
H -1.4637 1.0059 2.7399 0.15 -0.18 -0.01
H -2.9842 2.6180 0.6487 -0.26 0.18 -0.26
H -1.3630 1.9936 0.4040 0.09 -0.15 -0.18
H 0.6444 6.7522 -0.7310 0.20 -0.08 0.28
H -0.9502 7.3015 -0.3404 -0.38 -0.19 0.27
H 0.3305 7.2939 -2.8459 0.06 0.32 -0.20
H -1.4128 7.5960 -2.6136 -0.10 0.17 -0.09
H -0.8091 5.9867 -2.9710 -0.17 -0.13 -0.18
H 1.0949 4.8090 0.3511 -0.03 -0.18 0.31
H 0.2635 3.3444 -0.2092 -0.46 -0.09 0.30
H 1.9590 5.2199 -1.8143 0.20 0.16 -0.10
H 0.6444 4.3221 -2.5693 0.00 -0.01 -0.29
H 1.9083 3.4442 -1.7566 0.38 -0.10 0.06
H -5.0180 -1.9352 1.6086 0.09 0.01 0.08
H -6.0806 -2.8108 0.1716 -0.11 -0.23 0.19
H -7.5700 -2.2106 -1.5785 -0.22 -0.23 0.16
H -7.1732 -0.9008 -0.5338 0.05 0.37 0.12
H -6.4078 0.3303 -2.3831 0.32 0.29 -0.14
H -7.2981 -0.8432 -3.2878 -0.17 0.02 -0.21
H -5.5862 -1.0617 -3.1390 0.30 0.00 0.03
H -4.7411 0.8147 -0.8521 0.12 -0.34 0.27
H -2.3036 -2.7670 -2.1307 0.17 -0.13 0.34
H -3.5805 -1.8782 -2.8736 -0.29 -0.08 -0.21
H -0.8614 -0.5539 -2.5806 -0.08 0.22 0.25
H -2.2043 -0.1432 -3.6561 -0.27 0.37 0.19
H -1.9037 -2.2830 -4.8152 -0.04 -0.37 -0.03
H -0.5541 -1.1831 -4.8535 0.05 0.06 -0.26
H -0.6612 -3.8239 -3.4922 -0.12 -0.37 0.45
H 0.6099 -3.0858 -4.4010 0.16 -0.06 -0.04
H 2.0935 -3.6497 -2.7719 0.16 -0.06 -0.09
H 0.8550 -4.2928 -1.6913 -0.05 -0.09 0.07
H 1.9348 -2.9830 -1.1480 -0.01 0.16 0.17
N 5.3183 -2.5449 3.8480 -0.01 0.05 0.05
C 5.4003 -1.2150 3.8725 -0.10 -0.15 -0.04
C 6.4631 -0.5240 4.4309 0.00 0.12 0.02
C 7.4978 -1.2478 4.9977 0.03 0.00 0.02
C 7.4293 -2.6318 4.9813 0.00 0.03 -0.01
C 6.3236 -3.2272 4.3955 -0.09 -0.08 -0.05
H 4.5681 -0.6875 3.4186 0.08 0.11 -0.02
H 6.4736 0.5572 4.4186 -0.01 0.00 -0.05
H 8.3445 -0.7426 5.4444 0.00 0.00 0.00
H 8.2148 -3.2369 5.4125 -0.01 -0.02 -0.01
H 6.2301 -4.3071 4.3584 0.05 0.00 0.03
N 2.1329 8.9295 -0.3254 0.07 0.01 0.03
C 2.3399 8.9914 0.9893 -0.08 -0.11 -0.04
C 3.1073 9.9683 1.6031 0.01 0.01 -0.01
C 3.6972 10.9360 0.8066 0.04 0.05 0.02
C 3.4947 10.8878 -0.5627 0.00 -0.01 0.03
C 2.7067 9.8695 -1.0754 -0.07 -0.08 -0.09
H 1.8608 8.2132 1.5753 0.01 0.03 0.06
H 3.2382 9.9700 2.6763 -0.01 -0.02 0.00
H 4.3048 11.7161 1.2465 0.00 0.00 0.00
H 3.9368 11.6233 -1.2201 -0.01 -0.01 -0.02
H 2.5192 9.7963 -2.1411 0.04 0.05 -0.01
N -1.4846 -6.9008 -4.3490 0.01 0.07 0.09
C -2.7660 -7.2568 -4.3402 -0.05 0.10 0.00
C -3.2005 -8.5663 -4.2175 0.02 -0.03 0.00
C -2.2453 -9.5649 -4.1045 0.00 -0.05 0.01
C -0.9057 -9.2128 -4.1137 -0.09 0.00 0.01
C -0.5786 -7.8706 -4.2346 0.13 0.15 0.03
H -3.4767 -6.4406 -4.4369 -0.05 -0.07 -0.02
H -4.2568 -8.7979 -4.2125 -0.01 0.01 -0.02
H -2.5416 -10.6017 -4.0097 0.00 0.00 0.00
H -0.1293 -9.9602 -4.0282 0.02 0.02 -0.02
H 0.4562 -7.5469 -4.2477 0.00 -0.10 -0.09
N 2.6108 -7.3820 -5.7679 0.13 0.05 0.06
C 3.0073 -6.9936 -6.9787 -0.15 -0.04 -0.01
C 4.2989 -6.5832 -7.2704 0.02 0.00 0.03
C 5.2322 -6.5718 -6.2473 0.06 0.02 -0.02
C 4.8386 -6.9708 -4.9805 0.00 0.01 -0.01
C 3.5231 -7.3658 -4.7967 -0.13 -0.04 0.02
H 2.2444 -7.0158 -7.7492 0.04 0.01 -0.04
H 4.5646 -6.2811 -8.2738 -0.02 0.00 -0.01
H 6.2509 -6.2575 -6.4341 0.00 0.00 0.00
H 5.5351 -6.9772 -4.1535 -0.01 -0.02 0.01
H 3.1737 -7.6897 -3.8209 0.07 0.01 0.02
N -3.5483 2.2223 5.8501 -0.06 0.07 -0.04
C -4.5739 2.2314 6.7014 0.02 -0.11 -0.05
C -5.0497 3.3762 7.3204 0.02 0.01 -0.01
C -4.4256 4.5817 7.0432 -0.02 0.05 0.03
C -3.3569 4.5931 6.1627 -0.01 0.00 0.03
C -2.9609 3.3920 5.5974 0.08 -0.16 -0.10
H -5.0318 1.2669 6.8926 -0.04 0.03 0.04
H -5.8876 3.3234 8.0016 0.00 -0.02 0.00
H -4.7673 5.4982 7.5065 0.00 0.00 0.00
H -2.8415 5.5112 5.9180 0.01 -0.01 -0.03
H -2.1312 3.3524 4.8993 0.02 0.12 0.03
N 5.2641 1.8406 1.7443 0.03 0.05 -0.01
C 4.1514 2.4104 2.2011 -0.05 -0.27 0.17
C 3.7440 3.6892 1.8665 -0.02 0.13 -0.12
C 4.5388 4.4233 0.9997 0.00 0.04 -0.02
C 5.7052 3.8499 0.5166 -0.06 0.00 0.02
C 6.0222 2.5600 0.9193 0.00 -0.05 0.00
H 3.5578 1.8006 2.8759 -0.06 0.05 -0.01
H 2.8257 4.0937 2.2715 0.00 -0.01 0.01
H 4.2560 5.4273 0.7071 0.01 0.00 0.00
H 6.3560 4.3896 -0.1573 0.01 -0.01 0.00
H 6.9238 2.0722 0.5655 0.01 0.05 -0.03
```
Positions in Å, forces in eV/Å.

Output
Total charge = +1
Molecular weight = 1136.41 g mol⁻¹
E_HOMO = -9.56 eV



A structure of composition C25H42BeCl3N4O3Si in a non-equilibrium geometry. Source: OMol25; level of theory: ωB97M-V with the def2-TZVPD basis set.

```
79
Properties=species:S:1:pos:R:3:forces:R:3
C 5.4063 -3.2978 -3.4518 0.05 0.49 -0.09
C 5.4113 -4.7877 -3.3363 0.33 -0.96 0.40
H 6.0486 -2.8164 -2.7010 -0.17 -0.07 -0.06
H 4.3905 -2.9061 -3.3573 0.36 -0.03 0.04
H 5.7855 -3.0029 -4.4422 -0.04 -0.02 0.24
C 6.4479 -5.5132 -3.7805 -0.57 -0.02 0.01
C 7.7147 -4.9658 -4.3418 0.47 0.12 -0.22
H 6.3814 -6.5953 -3.8265 -0.08 0.15 0.19
H 8.1443 -4.1630 -3.7305 -0.11 -0.07 -0.10
H 7.5993 -4.5786 -5.3638 -0.05 0.03 0.13
H 8.4492 -5.7758 -4.3996 0.04 0.20 0.00
Be 1.9595 -3.0391 -2.2623 0.18 1.33 -0.17
Cl 0.8545 -1.3357 -2.7256 -0.50 0.19 0.10
Cl 2.0057 -3.8074 -4.1351 -0.94 0.34 -0.45
C -0.2646 -3.9245 -1.4568 2.17 0.07 -0.11
O 0.9984 -3.8967 -1.2343 -2.66 0.12 0.25
N -1.1877 -4.3761 -0.6222 -0.03 0.28 0.25
C -1.0493 -4.4418 0.8441 0.10 -0.19 -0.19
C -2.5100 -4.6334 -1.1907 -0.06 0.13 -0.49
H -0.6057 -3.5498 -2.4307 -0.04 -0.30 0.13
H -0.8703 -3.4443 1.2684 0.12 -0.24 -0.23
H -0.2579 -5.1345 1.1417 -0.14 0.17 -0.06
H -2.0021 -4.8082 1.2307 0.23 0.01 0.02
H -2.7933 -3.7952 -1.8326 -0.14 -0.07 0.11
H -3.2418 -4.7518 -0.3931 0.09 0.08 -0.13
H -2.4998 -5.5375 -1.8134 0.00 0.12 0.26
H 4.4773 1.3614 -0.5340 0.51 -0.03 0.03
H 5.4570 -2.3303 0.2280 -0.25 -0.02 0.13
C 4.0938 0.7005 0.2456 0.37 1.04 -1.09
C 4.8821 -1.5843 0.7880 -0.14 -0.03 -0.02
N 4.1819 -0.6825 -0.1246 -0.25 -1.61 -1.03
H 2.9278 0.9037 0.3869 2.83 0.12 -0.56
C 3.4146 -1.1531 -1.1139 -0.01 0.40 0.82
O 3.1761 -2.3818 -1.3026 0.36 0.22 -0.06
H 4.1831 -2.0687 1.4847 0.27 0.10 -0.24
H 2.9338 -0.4193 -1.7780 0.22 -0.03 0.45
H 4.5558 0.8722 1.2154 0.09 -0.01 -0.18
H 5.5605 -0.9691 1.3804 0.01 -0.14 -0.14
O 3.6294 -4.8615 -1.6505 -0.43 -0.33 2.15
C 4.1148 -5.4230 -2.8548 -0.75 0.05 -1.59
C 4.9587 -7.7740 -2.3578 -0.35 -0.45 -0.25
C 4.0213 -6.9292 -2.9509 0.27 0.36 0.14
H 5.7987 -7.3349 -1.8181 -0.29 -0.25 -0.03
C 4.8322 -9.1571 -2.5238 0.00 0.24 0.09
H 3.3721 -5.0368 -3.6208 1.31 -0.93 0.90
C 2.9630 -7.4459 -3.7007 0.29 -0.43 -0.02
H 5.5766 -9.8154 -2.0794 -0.18 0.03 -0.08
C 3.7675 -9.6826 -3.2576 -0.26 0.11 -0.18
C 2.8297 -8.8258 -3.8546 0.23 0.09 0.26
H 2.2691 -6.7410 -4.1642 0.13 -0.28 0.11
H 3.6583 -10.7633 -3.3820 0.10 0.33 0.07
H 1.9928 -9.2210 -4.4288 0.22 -0.03 0.11
Si 2.7798 -5.5058 -0.2720 1.75 -1.65 -2.04
Cl 1.6074 0.9907 1.1312 -2.66 0.19 1.59
C 3.8246 -6.8706 0.5692 0.18 0.14 0.21
C 1.4611 -6.6548 -0.9735 -0.71 -0.06 -0.09
C 2.5264 -4.2602 1.0525 -0.29 0.41 0.62
H 3.5478 -7.8751 0.2164 0.25 0.35 0.01
H 3.6377 -6.8477 1.6563 0.19 0.00 -0.25
H 4.8962 -6.7151 0.3885 -0.12 -0.10 0.23
H 3.0234 -4.5776 1.9793 0.00 0.04 -0.26
H 1.4694 -4.1065 1.2882 0.30 0.06 -0.08
H 2.9291 -3.2972 0.7431 -0.20 -0.18 -0.03
H 1.8304 -7.6905 -1.0281 -0.04 0.41 0.10
H 1.1412 -6.3870 -1.9883 0.00 0.13 0.29
H 0.5772 -6.6598 -0.3247 -0.11 -0.09 -0.08
N -0.3961 3.0326 2.7053 0.55 0.78 0.26
C -1.3379 2.0809 2.5409 -0.77 -1.01 -0.26
C -2.5754 2.0915 3.2444 0.43 -0.29 -0.34
C -3.4982 1.0869 2.9562 0.52 0.20 -0.23
C -3.1784 0.1205 1.9928 0.32 -0.13 -0.24
C -1.9249 0.1957 1.3595 -0.32 0.49 0.68
N -1.0284 1.1337 1.6383 -1.68 0.17 0.12
H 0.5226 2.8460 2.2969 -0.34 -0.11 0.10
H -0.4978 3.7178 3.4391 0.12 -0.27 -0.20
H -2.7253 2.8792 3.9825 -0.29 -0.25 -0.11
H -4.4626 1.0627 3.4562 0.12 0.01 0.00
H -3.8609 -0.6814 1.7133 0.01 0.25 0.17
H -1.6217 -0.5197 0.5876 -0.11 0.12 0.20
```
Positions in Å, forces in eV/Å.

Output
Total charge = -1
Molecular weight = 590.09 g mol⁻¹
E_HOMO = -3.32 eV
Relative energy (zero: lowest compared OMol25 entry of this formula, charge and spin) = 180.6 kJ/mol